Below is C5H6O2 in the gas phase, with properties calculated with wB97M-V/def2-TZVPD.

Geometry as XYZ:
```
13
Properties=species:S:1:pos:R:3:forces:R:3
C -1.306004 -1.156851 0.104990 -0.1337 0.0029 -0.0842
C -0.238635 -0.142948 0.523360 0.0609 -0.2947 -0.0843
O 0.776893 -0.378717 -0.487736 -0.1789 0.0794 -0.2892
C 2.116473 -0.309011 -0.491775 0.3827 0.1005 0.0237
O 2.872287 -0.930508 0.191858 -0.2759 0.1973 0.2900
C -0.593967 1.278954 0.336014 -0.2153 0.5142 -0.1166
C -0.756084 2.430804 0.017422 0.2873 -0.5589 0.1120
H -1.476050 -0.976829 -0.955345 -0.2379 -0.0761 0.0015
H -2.262359 -1.113658 0.639754 0.3747 0.2491 0.0336
H -0.884857 -2.163947 0.201422 -0.0733 0.2437 0.0940
H 0.094624 -0.342676 1.552319 0.2729 0.1035 -0.3967
H 2.446689 0.356182 -1.314914 -0.0669 -0.2647 0.1782
H -0.789006 3.449206 -0.317368 -0.1966 -0.2963 0.2379
```
Forces are in eV/Å.

The energy above the lowest of the compared OMol25 structures with the same formula, charge and spin is 60.0 kcal/mol. For the total energy, the calculation gives -344.50631 a.u. The SMILES is C#C[C@@H](C)OC=O. Its orbital gap is 11.418 eV.

Mulliken population analysis, charges in e, atoms 1 to 4: number 1, C, carries -1.258; number 2, C, carries 0.419; number 3, O, carries -0.252; number 4, C, carries 0.084

Below is 2 unconnected molecules or ions with the total composition C10H16NP in a non-equilibrium geometry, with properties calculated with wB97M-V/def2-TZVPD.

Geometry as XYZ:
```
28
Properties=species:S:1:pos:R:3:forces:R:3
C 4.741427 0.060315 0.189885 1.4192 -3.7662 1.8453
C 4.216583 1.119536 -0.466175 3.1990 2.6732 -1.1882
C 3.877540 -0.891749 0.774805 -0.3380 1.5317 -0.5664
C 2.876694 1.332737 -0.539652 -1.5011 0.8214 -0.3034
C 2.515897 -0.666736 0.752761 0.0983 -1.3317 0.4419
C 2.117192 0.456258 0.103614 -2.4896 -1.5211 0.8486
C -1.906218 -1.537076 0.573538 3.5207 1.7055 -1.4709
C -3.843731 -0.010781 0.148649 0.5568 0.2563 -5.0226
C -2.212151 -0.801613 -1.722033 -1.1806 -1.9879 1.0026
C -2.398213 -0.382109 -0.254614 0.7654 1.2411 0.2017
N -1.377146 2.315932 0.897824 -1.3314 -2.0486 -0.0865
P -1.093451 1.121161 -0.306561 -0.6065 -0.3703 0.5528
H 5.814189 -0.309545 0.353750 -1.2907 1.6314 -0.8396
H 4.939849 1.884436 -0.865776 -0.8810 -0.8428 0.1412
H 4.188999 -1.765103 1.276720 0.8403 -0.7979 0.3779
H 2.274168 2.092416 -1.007175 0.8241 0.7879 -0.5404
H 1.913272 -1.466801 1.202467 -0.3003 0.7707 -0.2137
H -1.764414 -1.211724 1.546328 0.1389 0.3990 2.2678
H -2.561619 -2.335038 0.550526 -1.1336 -1.9499 -0.2975
H -0.838742 -1.728025 0.182416 -1.6212 -0.5096 0.6565
H -4.012581 0.141232 1.163000 -0.2252 0.5554 1.6659
H -4.438891 -0.863786 -0.243812 -0.0527 0.3935 0.5702
H -4.105340 0.857567 -0.577668 -0.0614 -1.0318 1.7847
H -2.000354 -1.902263 -1.793556 -0.5532 0.8714 -0.0095
H -3.035926 -0.530856 -2.331738 -1.0666 0.0717 -0.5862
H -1.403416 -0.351218 -2.181037 1.9898 1.0320 -0.8402
H -0.775729 3.049557 0.721271 1.3227 1.9283 -0.2345
H -1.707876 2.323285 1.852247 -0.0422 -0.5127 -0.1575
```
Forces are in eV/Å.

The energy above the lowest of the compared OMol25 structures with the same formula, charge and spin is 88.5 kcal/mol. For the total energy, the calculation gives -786.56592 a.u. Its orbital gap (alpha / beta) is 8.416 / 7.235 eV.

Mulliken population analysis, charges in e, atoms 1 to 4: number 1, C, carries -0.427; number 2, C, carries -0.228; number 3, C, carries -0.241; number 4, C, carries -0.422

Below is C21H19N5O in the gas phase in a non-equilibrium geometry, with properties calculated with wB97M-V/def2-TZVPD.

Geometry as XYZ:
```
46
Properties=species:S:1:pos:R:3:forces:R:3
N -2.301287 -2.438931 -6.436019 0.2710 0.1599 -0.0576
C -1.740438 -2.036072 -5.515443 -0.8711 -0.7313 -0.4718
N -1.420465 0.988244 -1.595185 0.0920 0.4733 0.3096
N 0.640384 -1.662027 -2.750859 0.6967 -0.5262 0.0747
O -1.701332 2.318936 0.910611 0.4633 -0.0104 -0.5255
C -0.441410 1.019865 -0.706314 -1.1919 -0.7927 -2.4117
C -1.527651 -0.550767 1.826325 1.4349 -0.2391 1.3630
C -1.600553 -1.640090 2.693455 1.7905 2.8103 -1.1403
C 0.015794 -2.144788 -3.822684 0.1952 0.7583 0.7519
C 0.082459 -0.635945 -2.137904 0.0797 0.3093 -0.0135
C -1.739240 -0.514038 -3.617433 -0.0886 0.5600 0.3717
C 2.158103 1.022431 3.259227 -0.7148 -0.8105 0.7223
C -1.174782 -1.602510 -4.295551 -0.0130 1.3367 0.5870
C -1.092133 -0.003416 -2.503566 -0.6481 -0.4043 0.0929
C -0.271695 0.239236 2.165092 -1.5878 -0.4781 -1.0933
C 0.284643 -0.450844 3.228411 0.4114 -0.1433 0.2037
C 1.481260 -0.070928 3.834153 0.6575 0.9977 -1.0596
C 0.376611 1.375487 1.598918 1.5796 0.4137 0.4851
C 1.652105 1.767841 2.162545 -0.7678 -0.8310 -0.3179
N 0.496193 0.065865 -1.034995 -0.0304 0.0594 0.2835
N -0.478498 -1.552390 3.504668 -0.5053 -1.1526 0.8984
C 2.072563 -0.819659 4.981870 0.2684 -0.0832 -0.6825
C 0.101568 3.378497 -0.163974 0.5639 -0.8103 -0.3789
C -0.373858 2.033503 0.413633 -0.3260 0.1053 1.2357
C 4.024834 2.953335 1.737505 0.5635 -1.2978 0.0908
C 3.403439 2.639599 0.395671 -0.2026 1.1810 -0.1498
C 2.518651 2.882505 1.610303 0.0141 -0.1265 -0.1893
H -1.940454 1.627639 1.541287 -0.0329 0.1629 -0.0999
H -2.234887 -0.353496 1.060535 -0.3979 0.1808 -0.5451
H -2.348166 -2.397851 2.722235 -0.0825 -0.4505 0.2750
H 0.477025 -2.949529 -4.354763 0.2755 -0.4188 -0.0987
H -2.634057 0.009120 -3.891306 -0.4554 -0.2230 -0.5887
H 3.103946 1.249703 3.776358 -0.4082 0.3220 -0.6899
H 1.329281 -0.111594 -0.557029 1.2478 -0.2885 0.9547
H -0.182011 -2.229144 4.195252 -0.4027 0.1331 -0.2203
H 3.158071 -0.909245 4.857655 -0.1903 0.2336 0.2627
H 1.812272 -0.320015 5.902773 0.0878 -0.1099 0.4829
H 1.698573 -1.832303 4.961175 -0.1230 -0.3779 0.4125
H 1.076312 3.266687 -0.674801 -0.4903 0.1651 0.3516
H -0.629153 3.707062 -0.892287 -0.2285 -0.1699 -0.1962
H 0.137268 4.139307 0.595367 0.1783 0.1459 0.4272
H 4.509608 3.920696 1.880335 -0.3642 -0.2533 -0.0470
H 4.595531 2.107604 2.188716 -0.6664 0.8044 -0.2213
H 3.446868 1.633268 0.031773 0.1181 -0.4884 0.0867
H 3.466095 3.368606 -0.431346 -0.1509 -0.2515 0.6977
H 2.054752 3.852688 1.687754 -0.0486 0.1564 -0.2226
```
Forces are in eV/Å.

The energy above the lowest of the compared OMol25 structures with the same formula, charge and spin is 22.6 kcal/mol. For the total energy, the calculation gives -1160.63762 a.u. The SMILES is Cc1cc(C2CC2)c([C@](C)(O)c2nc3cc(C#N)cnc3[nH]2)c2cc[nH]c12. Its orbital gap is 8.653 eV.

Mulliken population analysis, charges in e, atoms 1 to 4: number 1, N, carries -0.509; number 2, C, carries 0.096; number 3, N, carries -0.712; number 4, N, carries -0.738